# 1
{"formula": "C39H58BN8O4S2Tl", "method": "ωB97M-V/def2-TZVPD", "species": ["Tl", "C", "C", "C", "C", "C", "C", "C", "C", "C", "N", "N", "B", "N", "N", "C", "C", "C", "C", "C", "C", "C", "C", "C", "N", "N", "C", "C", "C", "C", "C", "C", "C", "C", "C", "H", "H", "H", "H", "H", "H", "H", "H", "H", "H", "H", "H", "H", "H", "H", "H", "H", "H", "H", "H", "H", "H", "H", "H", "H", "H", "H", "H", "H", "H", "H", "H", "H", "H", "H", "H", "H", "H", "H", "H", "H", "H", "H", "H", "H", "H", "C", "C", "C", "C", "C", "C", "C", "S", "O", "O", "N", "C", "C", "O", "O", "H", "H", "H", "H", "H", "H", "H", "H", "H", "S", "C", "C", "N", "C", "H", "H", "H"], "coordinates": [[0.94, 1.26, 1.18], [3.97, -1.14, 2.65], [4.38, -1.26, 1.18], [4.75, 0.11, 0.60], [3.28, -1.93, 0.40], [3.16, -3.31, 0.17], [1.98, -3.48, -0.52], [1.42, -4.82, -0.91], [0.08, -5.11, -0.23], [1.36, -5.10, -2.42], [1.45, -2.24, -0.70], [2.24, -1.29, -0.12], [0.15, -1.83, -1.42], [0.24, -0.38, -2.00], [-0.59, 0.57, -1.51], [-0.39, 1.67, -2.20], [0.61, 1.45, -3.17], [0.98, 0.13, -3.02], [1.99, -0.55, -3.92], [3.21, -1.14, -3.20], [1.33, -1.58, -4.84], [-1.23, 2.91, -2.01], [-0.47, 4.17, -2.43], [-1.73, 3.03, -0.57], [-1.04, -1.97, -0.42], [-0.77, -1.99, 0.90], [-1.90, -2.26, 1.53], [-2.94, -2.42, 0.59], [-2.35, -2.22, -0.65], [-3.05, -2.36, -1.98], [-2.80, -3.75, -2.60], [-2.75, -1.26, -3.00], [-1.93, -2.48, 3.02], [-0.81, -1.74, 3.74], [-3.30, -2.12, 3.61], [4.80, -0.75, 3.26], [3.67, -2.11, 3.05], [3.15, -0.44, 2.76], [5.25, -1.92, 1.11], [3.89, 0.78, 0.63], [5.10, 0.02, -0.43], [5.53, 0.58, 1.21], [3.85, -4.09, 0.48], [2.15, -5.54, -0.51], [-0.66, -4.35, -0.50], [0.19, -5.08, 0.85], [-0.30, -6.09, -0.52], [0.52, -4.59, -2.88], [1.24, -6.18, -2.59], [2.28, -4.78, -2.91], [-0.05, -2.59, -2.33], [1.01, 2.15, -3.89], [2.36, 0.25, -4.56], [2.95, -2.06, -2.67], [3.60, -0.44, -2.47], [3.99, -1.38, -3.92], [1.00, -2.45, -4.28], [2.04, -1.92, -5.61], [0.46, -1.15, -5.34], [-2.10, 2.79, -2.66], [0.46, 4.24, -1.87], [-1.06, 5.06, -2.22], [-0.24, 4.16, -3.50], [-0.89, 3.24, 0.10], [-2.20, 2.10, -0.26], [-2.45, 3.84, -0.46], [-3.98, -2.65, 0.77], [-4.11, -2.30, -1.74], [-1.76, -3.85, -2.90], [-3.44, -3.89, -3.48], [-3.03, -4.54, -1.88], [-1.73, -1.35, -3.38], [-2.85, -0.27, -2.55], [-3.44, -1.34, -3.84], [-1.78, -3.56, 3.18], [-1.00, -0.67, 3.77], [0.14, -1.90, 3.22], [-0.71, -2.10, 4.77], [-3.52, -1.07, 3.45], [-3.29, -2.30, 4.69], [-4.10, -2.72, 3.17], [-5.87, 2.20, 0.69], [-4.59, 2.68, 1.34], [-4.40, 4.03, 1.64], [-3.22, 4.46, 2.21], [-2.21, 3.56, 2.50], [-2.39, 2.22, 2.22], [-3.57, 1.78, 1.64], [-0.72, 4.23, 3.24], [-0.39, 5.36, 2.36], [-1.12, 4.67, 4.58], [0.28, 3.04, 3.20], [1.34, 3.08, 4.21], [2.76, 2.73, 3.72], [3.69, 3.10, 4.47], [2.90, 2.08, 2.64], [-6.67, 2.93, 0.80], [-6.19, 1.25, 1.13], [-5.71, 2.02, -0.38], [-5.19, 4.74, 1.41], [-3.05, 5.51, 2.43], [-1.59, 1.52, 2.43], [-3.69, 0.73, 1.40], [1.13, 2.35, 5.01], [1.41, 4.05, 4.71], [4.78, 4.36, -0.56], [3.75, 5.04, 0.64], [2.57, 4.37, 0.66], [2.46, 3.35, -0.26], [3.54, 3.24, -0.96], [4.08, 5.84, 1.28], [1.75, 4.59, 1.32], [3.67, 2.51, -1.76]], "lumo_ev": 4.0171, "homo_lumo_gap_ev": 6.4, "total_charge": -2, "homo_energy_ev": -2.347}



# 2
{"formula": "C39H58BiN6O4", "method": "ωB97M-V/def2-TZVPD", "species": ["Bi", "C", "C", "C", "C", "C", "C", "C", "N", "C", "C", "C", "C", "C", "C", "O", "C", "C", "C", "C", "C", "C", "C", "C", "C", "O", "C", "C", "C", "C", "C", "C", "H", "H", "H", "H", "H", "H", "H", "H", "H", "H", "H", "H", "H", "H", "H", "H", "H", "H", "H", "H", "H", "H", "H", "H", "H", "H", "H", "H", "H", "H", "H", "H", "H", "H", "H", "H", "H", "H", "H", "H", "N", "C", "C", "C", "O", "O", "H", "H", "H", "H", "H", "H", "N", "C", "C", "C", "N", "H", "H", "H", "H", "C", "C", "C", "C", "N", "N", "C", "H", "H", "H", "H", "H", "H", "H", "H"], "coordinates": [[0.24, 0.58, 0.01], [5.71, -4.18, -1.66], [4.92, -3.93, -2.96], [4.11, -5.19, -3.29], [5.92, -3.68, -4.09], [3.95, -2.77, -2.77], [3.14, -2.73, -1.67], [2.23, -1.67, -1.48], [1.50, -1.46, -0.37], [1.47, -2.24, 0.74], [1.47, -3.64, 0.78], [1.48, -4.29, 1.99], [1.58, -3.51, 3.19], [1.58, -2.14, 3.23], [1.43, -1.46, 1.97], [1.32, -0.19, 1.88], [1.75, -1.35, 4.53], [1.94, -2.28, 5.73], [3.01, -0.48, 4.41], [0.52, -0.47, 4.80], [1.34, -5.81, 2.04], [-0.09, -6.17, 1.58], [2.36, -6.46, 1.09], [1.55, -6.37, 3.44], [2.11, -0.61, -2.50], [1.26, 0.31, -2.33], [2.99, -0.66, -3.65], [3.83, -1.72, -3.74], [2.94, 0.46, -4.69], [3.89, 0.19, -5.85], [3.38, 1.77, -4.02], [1.53, 0.61, -5.26], [6.44, -4.97, -1.82], [5.07, -4.48, -0.84], [6.26, -3.28, -1.36], [4.78, -6.04, -3.46], [3.52, -5.05, -4.20], [3.43, -5.45, -2.48], [6.62, -4.51, -4.14], [6.50, -2.76, -3.93], [5.43, -3.61, -5.06], [3.24, -3.48, -0.90], [1.41, -4.19, -0.15], [1.66, -4.04, 4.12], [2.81, -2.93, 5.61], [1.05, -2.90, 5.90], [2.09, -1.67, 6.62], [3.90, -1.09, 4.24], [3.16, 0.07, 5.34], [2.93, 0.24, 3.60], [-0.38, -1.07, 4.89], [0.35, 0.25, 4.00], [0.68, 0.07, 5.73], [-0.25, -5.86, 0.54], [-0.83, -5.67, 2.20], [-0.25, -7.24, 1.65], [2.19, -6.18, 0.05], [2.27, -7.55, 1.15], [3.38, -6.18, 1.36], [0.80, -6.01, 4.15], [2.54, -6.13, 3.83], [1.47, -7.46, 3.41], [4.48, -1.78, -4.60], [4.94, 0.15, -5.54], [3.80, 0.99, -6.58], [3.65, -0.75, -6.37], [4.40, 1.70, -3.65], [2.73, 2.03, -3.19], [3.34, 2.59, -4.75], [1.18, -0.34, -5.69], [1.54, 1.35, -6.06], [0.81, 0.93, -4.51], [-1.22, -0.90, -1.45], [-2.52, -1.30, -0.88], [-2.31, -2.05, 0.42], [-1.80, -1.19, 1.57], [-1.76, -1.64, 2.69], [-1.43, 0.05, 1.27], [-1.34, -0.36, -2.30], [-0.67, -1.71, -1.69], [-3.08, -1.91, -1.59], [-3.09, -0.39, -0.69], [-1.59, -2.86, 0.28], [-3.23, -2.51, 0.75], [-0.60, 3.42, 1.75], [-0.65, 4.14, 2.88], [0.45, 3.78, 3.63], [1.10, 2.81, 2.86], [0.47, 2.60, 1.72], [-1.25, 3.40, 0.98], [-1.44, 4.85, 3.07], [0.73, 4.16, 4.60], [2.00, 2.26, 3.09], [-4.90, 3.29, -2.52], [-3.45, 3.15, -2.16], [-2.32, 3.74, -2.67], [-1.25, 3.25, -1.91], [-1.69, 2.40, -0.97], [-3.03, 2.36, -1.15], [0.21, 3.57, -2.04], [-4.99, 3.84, -3.45], [-5.44, 3.83, -1.75], [-5.37, 2.31, -2.65], [-2.27, 4.44, -3.49], [-3.60, 1.81, -0.53], [0.36, 4.33, -2.80], [0.78, 2.69, -2.34], [0.62, 3.95, -1.10]], "lumo_ev": [-4.3961, -4.1138], "homo_lumo_gap_ev": [5.5, 6.2], "total_charge": 1, "homo_energy_ev": [-9.918, -10.264]}



Electronic energy for the records above, in order: -3253.8326; -2364.8700 Eh
Max |F| for the records above, in order: 0.49; 0.42 eV/Å